P | Density functional theory data (ωB97M-V/def2-TZVPD) for C3H7N3S in the gas phase.

Summary:
E_HOMO	-8.78	eV
frontier orbital gap	9.137	eV
SMILES	[H]/N=C\N(C)C(N)=S

```
! wB97M-V def2-TZVPD RIJCOSX def2/J DEFGRID3
* xyz 0 1
S 0.877 -2.139 1.157
N 0.058 0.381 1.948
N 0.211 0.008 -0.274
N 0.065 2.304 -0.243
C -0.035 -1.080 -1.362
C -0.148 1.273 -0.821
C 0.331 -0.563 0.997
H -0.465 1.047 -1.932
H 0.902 -1.165 -1.750
H -0.871 -0.887 -2.233
H -0.155 -0.243 2.771
H -0.455 -1.906 -0.695
H -0.866 0.892 1.700
H 0.553 2.079 0.739
*
```

What are the Löwdin partial charges on each atom? They are as follows, in elementary charge units: 0.654 0.038 -0.146 0.093 -0.103 -0.331 -0.898 0.140 0.035 0.131 0.105 0.027 0.144 0.112



Q | Density functional theory data (ωB97M-V/def2-TZVPD) for C3H7N3S in the gas phase.

Summary:
E_HOMO	-8.78	eV
frontier orbital gap	9.272	eV
SMILES	[H]/N=C\N(C)NC=S

```
! wB97M-V def2-TZVPD RIJCOSX def2/J DEFGRID3
* xyz 0 1
S 0.667 3.205 1.344
N 0.022 -0.443 0.248
N -2.029 -1.393 -0.644
N 0.381 0.621 1.007
C 0.971 -0.811 -0.791
C -1.345 -0.702 0.197
C 0.145 1.854 0.607
H 1.982 -0.933 -0.269
H 1.044 0.422 1.739
H -1.879 -0.053 0.946
H -0.452 1.944 -0.285
H 1.072 -0.063 -1.646
H -1.348 -1.786 -1.281
H 0.770 -1.861 -1.171
*
```

What are the Löwdin partial charges on each atom? They are as follows, in elementary charge units: 0.604 -0.219 0.091 -0.074 -0.052 -0.268 -0.759 0.105 0.147 0.136 0.073 0.109 0.010 0.097



R | Density functional theory data (ωB97M-V/def2-TZVPD) for C3H7N3S in the gas phase.

Summary:
E_HOMO	-7.84	eV
frontier orbital gap	8.450	eV
SMILES	C1=NSCCNN1

```
! wB97M-V def2-TZVPD RIJCOSX def2/J DEFGRID3
* xyz 0 1
S 0.632 -1.184 1.773
N 0.118 -0.299 -1.178
N 0.727 0.842 -0.634
N 0.942 -2.025 0.350
C -0.727 0.003 1.352
C 0.724 -1.608 -0.877
C -0.225 1.251 0.421
H 0.164 1.966 1.146
H -1.116 1.668 0.152
H -1.309 -0.575 0.592
H -0.076 0.103 -2.189
H 0.700 1.699 -1.253
H 0.993 -2.209 -1.785
H -1.547 0.367 2.129
*
```

What are the Löwdin partial charges on each atom? They are as follows, in elementary charge units: 0.802 -0.128 -0.102 -0.355 -0.444 -0.234 -0.276 0.096 0.056 0.048 0.172 0.133 0.114 0.118



Relative energy of each structure, in kcal/mol: P 13.0; Q 0.0; R 43.9.



P | Density functional theory data (ωB97M-V/def2-TZVPD) for C3H7N3S in the gas phase.

Summary:
E_HOMO (alpha / beta)	-7.55 / -7.45	eV
frontier orbital gap (alpha / beta)	7.561 / 7.305	eV

```
! wB97M-V def2-TZVPD RIJCOSX def2/J DEFGRID3
* xyz 0 1
S -0.407 -1.145 0.108
N -1.642 -0.108 0.434
N -0.323 1.710 0.473
N 0.694 1.203 0.552
C 2.353 -0.537 -0.048
C 1.094 -0.105 0.731
C -2.539 0.260 -0.631
H 2.980 -1.264 0.567
H -2.886 1.238 -0.420
H 2.065 -1.191 -0.909
H -1.926 0.370 -1.538
H -3.382 -0.455 -0.723
H 1.235 -0.402 1.814
H 2.683 0.427 -0.411
*
```

What are the Löwdin partial charges on each atom? They are as follows, in elementary charge units: 0.822 -0.520 0.224 -0.077 -0.113 -0.591 -0.275 0.101 0.042 0.059 0.053 0.078 0.130 0.069



Q | Density functional theory data (ωB97M-V/def2-TZVPD) for C3H7N3S in the gas phase.

Summary:
E_HOMO (alpha / beta)	-7.69 / -7.82	eV
frontier orbital gap (alpha / beta)	7.355 / 7.772	eV

```
! wB97M-V def2-TZVPD RIJCOSX def2/J DEFGRID3
* xyz 0 1
S 0.277 0.669 1.000
N 1.548 0.017 0.399
N 0.482 -2.056 0.060
N -0.614 -1.645 0.017
C -1.216 -0.377 0.208
C -1.845 0.237 -1.078
C 1.996 0.208 -0.997
H -1.949 -0.481 0.996
H -2.663 -0.356 -1.473
H -2.126 1.174 -0.808
H 1.302 0.329 -1.873
H 2.666 1.119 -1.074
H 2.618 -0.643 -1.282
H -1.043 0.277 -1.828
*
```

What are the Löwdin partial charges on each atom? They are as follows, in elementary charge units: 0.800 -0.560 0.206 -0.069 -0.519 -0.075 -0.247 0.094 0.077 0.030 0.058 0.080 0.054 0.069



Relative energy of each structure, in kcal/mol: P 5.8; Q 0.0.



P | Density functional theory data (ωB97M-V/def2-TZVPD) for C3H7N3S in the gas phase.

Summary:
E_HOMO	-7.59	eV
frontier orbital gap	7.212	eV

```
! wB97M-V def2-TZVPD RIJCOSX def2/J DEFGRID3
* xyz 0 1
S 2.531 -1.042 -0.106
N 1.767 0.291 -0.080
N 1.471 1.469 0.128
N 0.180 1.806 0.126
C -0.426 -1.635 0.089
C -0.841 -0.375 0.459
C -0.918 0.903 -0.321
H -0.904 0.628 -1.505
H -1.759 1.436 -0.004
H -0.645 -0.023 1.422
H 0.854 -1.969 0.005
H -0.640 -1.977 -1.005
H 0.070 2.876 0.069
H -0.741 -2.390 0.724
*
```

What are the Löwdin partial charges on each atom? They are as follows, in elementary charge units: 0.703 -0.599 -0.057 -0.092 -0.219 -0.159 -0.205 0.160 0.080 0.082 -0.015 0.118 0.162 0.042



Q | Density functional theory data (ωB97M-V/def2-TZVPD) for C3H7N3S in the gas phase.

Summary:
E_HOMO	-8.90	eV
frontier orbital gap	9.624	eV

```
! wB97M-V def2-TZVPD RIJCOSX def2/J DEFGRID3
* xyz 0 1
S 0.175 0.262 1.622
N 0.998 1.553 1.701
N -0.157 -1.591 -1.884
N -1.324 0.473 0.507
C -0.008 -0.679 -1.017
C -0.905 0.485 -0.872
C 0.908 -0.770 0.293
H 0.736 -1.722 0.805
H 0.974 2.008 2.629
H -1.640 0.401 -1.668
H 2.012 -0.623 -0.016
H -0.360 1.417 -1.080
H -1.898 1.185 0.932
H 0.489 -2.399 -1.951
*
```

What are the Löwdin partial charges on each atom? They are as follows, in elementary charge units: 0.884 -0.395 0.140 -0.214 -0.404 -0.276 -0.270 0.058 -0.016 0.117 0.127 0.116 0.062 0.071



R | Density functional theory data (ωB97M-V/def2-TZVPD) for C3H7N3S in the gas phase.

Summary:
E_HOMO	-8.13	eV
frontier orbital gap	8.612	eV
SMILES	CN(N)/C=N\C=S

```
! wB97M-V def2-TZVPD RIJCOSX def2/J DEFGRID3
* xyz 0 1
S -1.704 -1.227 -2.008
N -0.651 1.145 -0.200
N -1.016 -1.555 0.568
N 0.371 0.328 0.285
C 0.094 -0.908 0.695
C 1.732 0.835 0.286
C -1.930 -1.494 -0.411
H -0.481 2.106 0.082
H -0.768 1.033 -1.229
H -2.920 -1.773 -0.083
H 0.964 -1.374 1.172
H 2.383 0.144 0.820
H 2.107 0.918 -0.758
H 1.820 1.821 0.781
*
```

What are the Löwdin partial charges on each atom? They are as follows, in elementary charge units: 0.566 0.062 0.009 -0.227 -0.192 -0.043 -0.757 0.091 0.044 0.039 0.134 0.080 0.102 0.092



Relative energy of each structure, in kcal/mol: P 100.8; Q 25.4; R 0.0.



P | Density functional theory data (ωB97M-V/def2-TZVPD) for CHFNO3S as an isolated structure.

Summary:
E_HOMO	-5.89	eV
frontier orbital gap	10.029	eV

```
! wB97M-V def2-TZVPD RIJCOSX def2/J DEFGRID3
* xyz -1 1
S 0.009 -0.725 -0.788
F -1.794 1.366 0.354
O -0.134 0.061 -1.994
O 1.394 -0.993 -0.395
O -0.890 -1.847 -0.641
N 0.400 1.028 1.389
C -0.311 0.483 0.564
H 1.325 0.627 1.510
*
```

What are the Löwdin partial charges on each atom? They are as follows, in elementary charge units: 0.397 -0.281 -0.338 -0.382 -0.347 0.128 -0.249 0.072



Q | Density functional theory data (ωB97M-V/def2-TZVPD) for an isolated ion of composition CHFNO3S and charge -1.

Summary:
E_HOMO	-5.38	eV
frontier orbital gap	9.669	eV
SMILES	[H]/N=C(/F)S(=O)(=O)[O-]

```
! wB97M-V def2-TZVPD RIJCOSX def2/J DEFGRID3
* xyz -1 1
S -2.024 0.350 0.004
F 0.183 -1.081 -0.537
O -2.972 0.002 -1.079
O -1.123 1.457 -0.230
O -2.728 0.419 1.263
N -1.217 -2.363 0.588
C -0.971 -1.211 0.102
H -1.922 -2.379 1.338
*
```

What are the Löwdin partial charges on each atom? They are as follows, in elementary charge units: 0.407 0.036 -0.388 -0.362 -0.379 0.107 -0.474 0.054



Relative energy of each structure, in kcal/mol: P 19.8; Q 0.0.